{"formula": "C21H50ClIN11O10S", "method": "the ωB97M-V functional and the def2-TZVPD basis", "charge": -1, "energy_ev": -90918.4062, "elements": ["C", "C", "O", "C", "C", "C", "C", "C", "C", "C", "C", "C", "C", "S", "O", "O", "Cl", "N", "C", "I", "C", "C", "C", "O", "O", "H", "H", "H", "H", "H", "H", "H", "H", "H", "H", "H", "H", "H", "H", "H", "H", "H", "H", "H", "H", "H", "H", "H", "H", "H", "H", "H", "H", "H", "H", "C", "O", "N", "N", "H", "H", "H", "H", "C", "O", "N", "N", "H", "H", "H", "H", "C", "O", "N", "N", "H", "H", "H", "H", "C", "O", "N", "N", "H", "H", "H", "H", "C", "O", "N", "N", "H", "H", "H", "H"], "positions_angstrom": [[4.34995, -3.03037, -0.16024], [3.63099, -1.68776, -0.15115], [2.92647, -1.48107, -1.35518], [1.54735, -1.14416, -1.11663], [0.88308, -0.80436, -2.45267], [-0.45593, -1.53996, -2.64935], [-1.67444, -0.66674, -2.27098], [-2.78846, -1.48532, -1.61562], [-3.50725, -0.76428, -0.42614], [-4.88142, -1.46579, -0.27110], [-6.00510, -0.84527, -1.08887], [-7.37857, -1.42910, -0.74931], [-7.48610, -2.96217, -0.84712], [-7.43051, -3.93492, 0.66132], [-6.12464, -4.49426, 0.80433], [-8.53570, -4.85083, 0.64327], [-7.76916, -2.64304, 2.18999], [-3.57381, 0.64368, -0.76646], [-3.61388, 1.67436, 0.19388], [-5.23529, 1.53065, 1.72265], [-2.20944, 1.92703, 0.78360], [-2.07501, 2.10830, 2.28545], [-2.62013, -1.07507, 0.84487], [-1.38332, -1.03966, 0.64344], [-3.18820, -1.34212, 1.89827], [4.93007, -3.12385, 0.75994], [3.58408, -3.80691, -0.18057], [5.00960, -3.11585, -1.01602], [2.94924, -1.68277, 0.70482], [4.35177, -0.87898, 0.02548], [1.06941, -1.99872, -0.63686], [1.51163, -0.27734, -0.45374], [0.74212, 0.27516, -2.50712], [1.57557, -1.12706, -3.23244], [-0.55858, -1.90642, -3.67514], [-0.43479, -2.43150, -2.02240], [-2.03117, -0.21623, -3.20324], [-1.31448, 0.10618, -1.60203], [-3.56951, -1.68183, -2.36548], [-2.44084, -2.45226, -1.26418], [-5.17797, -1.45197, 0.77906], [-4.72415, -2.51598, -0.52512], [-5.83137, -0.89819, -2.16936], [-6.06221, 0.21278, -0.82983], [-7.73049, -1.03719, 0.20071], [-8.07528, -1.04964, -1.50266], [-6.65285, -3.34392, -1.43228], [-8.42850, -3.22716, -1.31660], [-4.06574, 0.85618, -1.61830], [-3.92512, 2.57652, -0.32583], [-1.57310, 1.10173, 0.48146], [-1.81673, 2.82272, 0.30745], [-2.59394, 2.98845, 2.66582], [-2.36906, 1.20781, 2.82471], [-1.01524, 2.25086, 2.51353], [-0.35305, 3.67896, -2.65570], [-0.49092, 3.09095, -1.60003], [0.10560, 4.96503, -2.73691], [-0.64451, 3.08464, -3.85813], [0.23466, 5.47072, -3.59185], [0.31538, 5.42589, -1.87397], [-0.97911, 2.13848, -3.82851], [-0.53612, 3.54508, -4.74061], [0.92175, 0.86344, 4.17611], [0.40681, 1.96506, 4.07273], [0.43680, -0.23724, 3.53874], [2.04418, 0.64811, 4.94600], [0.86080, -1.14238, 3.61315], [-0.37481, -0.13005, 2.94692], [2.42438, 1.43726, 5.43010], [2.47986, -0.25221, 5.03554], [7.90844, -1.80837, -1.98987], [6.78394, -2.26291, -1.97401], [8.33926, -0.88622, -1.07143], [8.84278, -2.17724, -2.92638], [9.26239, -0.49885, -1.06792], [7.67928, -0.59461, -0.37482], [8.55892, -2.84894, -3.61360], [9.77390, -1.81026, -2.95188], [3.63106, -3.18196, 6.39423], [3.57551, -2.96852, 5.19827], [3.18736, -4.35097, 6.95037], [4.13954, -2.27037, 7.28390], [3.22088, -4.54304, 7.93244], [2.80339, -5.03647, 6.32759], [4.47426, -1.40256, 6.91128], [4.18638, -2.43044, 8.27124], [2.77982, 7.31538, -3.23441], [1.67184, 7.12871, -3.70823], [3.66508, 8.20588, -3.78145], [3.22916, 6.65087, -2.13021], [4.58000, 8.37140, -3.40959], [3.36611, 8.70860, -4.59496], [2.61721, 5.97355, -1.71352], [4.13798, 6.79317, -1.73457]], "forces_ev_per_angstrom": [[-0.4, 0.3, 0.0], [0.3, -0.3, 0.3], [-0.2, 0.1, 0.1], [0.4, 0.3, -0.3], [0.0, -0.7, 0.0], [0.0, 0.3, 0.1], [0.7, -1.0, -0.1], [-0.8, 0.9, -0.2], [0.4, -1.2, -0.7], [-0.1, 0.5, 0.3], [0.0, -0.1, 0.3], [0.0, 0.1, -0.7], [-0.1, 0.9, 0.1], [0.2, -1.2, -0.6], [0.1, 0.4, 0.3], [-0.2, 0.3, 0.1], [0.1, 0.0, 0.1], [-0.4, 0.3, 0.7], [1.1, 0.1, -1.1], [-0.4, 0.1, 0.2], [-0.3, 0.2, 0.9], [0.7, 0.0, -0.1], [0.5, 0.4, -0.3], [0.5, 0.0, -0.1], [-0.7, -0.1, 0.7], [0.1, -0.1, 0.0], [0.1, -0.2, 0.0], [0.0, -0.1, 0.0], [-0.1, 0.1, 0.0], [0.0, 0.1, -0.2], [-0.2, 0.1, 0.1], [-0.1, -0.1, 0.2], [0.0, 0.1, -0.2], [0.1, 0.2, 0.0], [0.1, 0.1, -0.1], [-0.1, 0.0, 0.1], [-0.1, 0.3, 0.1], [-0.2, 0.1, 0.1], [0.1, -0.1, -0.1], [0.1, 0.0, 0.1], [0.1, 0.1, 0.1], [-0.1, -0.1, 0.0], [0.1, -0.1, 0.0], [0.0, 0.1, -0.1], [0.1, -0.1, 0.1], [-0.1, 0.0, 0.1], [0.0, -0.2, 0.0], [-0.1, -0.3, 0.1], [-0.3, -0.2, 0.0], [-0.2, 0.0, 0.1], [0.0, 0.0, 0.0], [-0.1, 0.0, -0.2], [-0.2, -0.1, 0.1], [-0.3, 0.1, 0.1], [-0.2, 0.1, -0.1], [0.0, -0.1, 0.0], [0.1, 0.1, 0.0], [-0.1, -0.3, 0.0], [0.0, 0.0, 0.0], [0.1, 0.1, 0.0], [-0.1, 0.1, 0.0], [0.0, 0.0, 0.0], [0.0, 0.0, 0.0], [-0.3, -0.4, -0.4], [0.5, 0.2, 0.4], [0.0, 0.3, 0.2], [0.1, -0.1, 0.1], [0.0, 0.0, -0.1], [0.0, -0.2, -0.1], [0.0, 0.0, 0.0], [0.0, 0.0, -0.1], [0.0, 0.1, 0.0], [0.2, 0.0, -0.1], [0.0, 0.0, 0.0], [0.0, 0.0, 0.0], [0.0, 0.0, 0.0], [0.0, 0.0, 0.0], [0.0, 0.0, 0.0], [0.0, 0.0, 0.0], [-0.1, 0.0, 0.1], [0.0, 0.1, 0.0], [0.1, 0.0, 0.0], [0.0, 0.0, 0.0], [0.0, 0.0, 0.0], [0.0, 0.0, 0.0], [0.0, 0.0, 0.0], [0.0, 0.0, 0.0], [0.1, -0.1, 0.0], [0.0, 0.2, -0.1], [0.0, 0.0, 0.0], [-0.1, 0.1, 0.0], [0.0, 0.0, 0.0], [0.0, 0.0, 0.0], [0.0, -0.1, 0.0], [0.0, 0.0, 0.0]]}